Molecular formula: C56H33Cl5F6N5O3PRe
Method: DFT, the ωB97M-V functional and the def2-TZVPD basis

Each line ends with the Löwdin charge.
Element x y z (Å)
Re1 0.08505 -0.20567 -0.45066  1.84
Cl1 5.19255 -8.09221 1.87169  0.71
C1 4.31591 -6.67650 1.40712  -0.66
C2 3.65813 -6.65046 0.18724  -0.08
C3 2.96165 -5.51108 -0.18348  -0.03
C4 2.92248 -4.40164 0.65659  -0.20
C5 3.57280 -4.45596 1.88587  -0.02
C6 4.27512 -5.58779 2.26503  -0.08
C7 2.17007 -3.17398 0.29708  -0.05
C8 2.41528 -2.42857 -0.82423  -0.15
C9 3.27101 -2.83965 -1.91282  0.04
C10 3.08845 -1.96398 -2.91152  0.05
C11 2.25679 -0.90053 -2.40230  -0.20
C12 2.14916 0.34922 -3.00040  -0.03
C13 2.51225 0.61827 -4.41000  -0.18
C14 3.74526 0.29251 -4.97117  -0.03
C15 4.00231 0.56973 -6.30220  -0.08
C16 3.01567 1.16658 -7.07386  -0.66
Cl2 3.33222 1.49693 -8.74306  0.70
C17 1.79166 1.51605 -6.52895  -0.07
C18 1.54664 1.25251 -5.19114  0.00
C19 1.85821 1.44337 -2.18479  -0.20
N1 1.34935 1.31524 -0.90120  -0.01
C20 1.55190 2.53474 -0.31111  -0.21
C21 1.17326 2.85305 1.00102  -0.03
C22 1.53522 4.19305 1.52285  -0.19
C23 0.53291 5.08611 1.89500  -0.02
C24 0.85681 6.34766 2.36732  -0.08
C25 2.19106 6.70697 2.47603  -0.66
Cl3 2.60144 8.27708 3.07377  0.70
C26 3.20267 5.83104 2.11024  -0.08
C27 2.86920 4.57844 1.62466  -0.02
C28 0.45083 1.99383 1.79233  -0.18
C29 0.03712 2.24409 3.12301  0.03
C30 -0.77913 1.21495 3.49453  0.04
C31 -0.85938 0.34328 2.38633  -0.19
N2 -0.09158 0.75735 1.37434  0.00
C32 -1.69401 -0.87846 2.30523  -0.15
C33 -1.04211 -1.98933 1.38452  -0.33
C34 -1.01222 -3.39102 1.90826  0.05
C35 0.22828 -3.86320 1.78568  0.06
C36 1.00233 -2.86559 1.01891  -0.16
N3 0.27672 -1.79135 0.81528  0.00
C37 -2.15401 -1.27978 3.69172  -0.17
C38 -3.27852 -0.65826 4.23272  -0.04
C39 -3.68892 -0.90800 5.53064  -0.08
C40 -2.95487 -1.78456 6.31390  -0.66
Cl4 -3.46458 -2.11861 7.93262  0.70
C41 -1.80601 -2.37828 5.81927  -0.08
C42 -1.40868 -2.11145 4.51800  -0.02
C43 2.15732 3.42922 -1.23032  0.04
C44 2.32705 2.75990 -2.40341  0.04
N4 1.78741 -1.21408 -1.14953  -0.01
H1 3.68367 -7.51592 -0.45789  0.11
H2 2.41953 -5.50361 -1.11977  0.13
H3 3.54455 -3.60165 2.55058  0.13
H4 4.79024 -5.62964 3.21309  0.11
H5 3.89439 -3.71525 -1.90960  0.12
H6 3.50994 -1.99667 -3.89894  0.12
H7 4.53388 -0.12821 -4.36312  0.12
H8 4.96157 0.33840 -6.74148  0.11
H9 1.03864 1.98577 -7.14449  0.12
H10 0.59332 1.51250 -4.75543  0.11
H11 -0.50663 4.80414 1.78484  0.12
H12 0.08439 7.04987 2.64421  0.11
H13 4.23571 6.13046 2.20669  0.11
H14 3.65425 3.89063 1.33983  0.13
H15 0.32996 3.09297 3.71520  0.13
H16 -1.27725 1.08016 4.43769  0.12
H17 -1.87811 -3.88587 2.31742  0.14
H18 0.61133 -4.82943 2.06610  0.13
H19 -3.83214 0.06451 3.64952  0.12
H20 -4.56535 -0.42536 5.93812  0.11
H21 -1.22502 -3.03453 6.44966  0.11
H22 -0.48445 -2.55099 4.17083  0.11
H23 2.42686 4.44754 -1.01305  0.13
H24 2.77277 3.11160 -3.31618  0.13
F1 -0.36710 -1.05566 -2.35803  -0.34
P1 -1.56721 -1.20606 -3.77470  0.26
F2 -2.70804 -0.88745 -2.69833  -0.13
F3 -2.55755 -1.33778 -4.97887  -0.06
F4 -1.34323 0.36736 -3.95317  -0.11
F5 -1.62423 -2.74984 -3.38418  -0.12
F6 -0.25048 -1.48348 -4.63497  -0.11
Cl5 -4.48654 -3.89408 -1.65982  0.74
C45 -3.74943 -2.80935 -0.54089  -0.64
C46 -4.60659 -2.24335 0.49969  -0.07
C47 -4.15787 -1.33785 1.35882  0.00
C48 -2.79111 -0.74448 1.17530  -0.13
N5 -1.91605 -1.56210 0.29332  -0.02
C49 -2.44841 -2.54685 -0.59492  -0.12
H25 -5.61219 -2.63077 0.58074  0.11
H26 -4.80300 -0.98440 2.14590  0.11
H27 -2.86663 0.28243 0.80286  0.13
H28 -1.75193 -3.02236 -1.26255  0.11
O1 -4.15208 0.95321 -1.22154  0.07
C50 -3.87297 2.20201 -0.76111  -0.26
C51 -4.91238 2.87827 -0.12841  0.00
C52 -4.74159 4.18886 0.27324  -0.06
C53 -3.54359 4.85981 0.02841  -0.08
C54 -2.51383 4.18695 -0.59451  -0.02
C55 -2.65128 2.84376 -0.95487  -0.08
C56 -1.47256 2.17428 -1.52880  -0.46
O2 -0.68780 2.66856 -2.28204  0.15
O3 -1.33834 0.89066 -1.06579  -0.24
H29 -3.44230 0.61626 -1.79112  0.08
H30 -5.85643 2.36706 -0.00131  0.12
H31 -5.56266 4.70429 0.75165  0.11
H32 -3.42576 5.89482 0.31546  0.11
H33 -1.57046 4.67468 -0.80194  0.12

Cartesian forces, eV/Å:
Re 0.0 -0.2 0.5
Cl 0.0 0.0 0.0
C 0.0 -0.1 0.0
C 0.0 0.1 0.0
C 0.0 -0.1 0.0
C 0.0 0.1 -0.1
C 0.0 0.0 0.0
C 0.0 0.0 -0.1
C -0.3 0.0 0.3
C 0.0 0.3 -0.2
C 0.0 0.0 0.1
C -0.1 0.0 0.0
C 0.1 0.3 -0.3
C 0.0 -0.3 0.0
C -0.1 -0.1 0.1
C 0.0 0.1 0.0
C 0.0 0.0 0.0
C 0.1 0.0 -0.1
Cl 0.0 0.0 0.0
C 0.0 0.0 0.1
C 0.1 0.0 -0.1
C 0.0 0.2 0.2
N 0.0 0.0 -0.6
C -0.2 0.1 0.4
C 0.2 0.1 -0.4
C -0.1 0.0 0.0
C 0.0 0.1 0.0
C 0.0 -0.1 0.0
C 0.0 0.1 0.0
Cl 0.0 0.0 0.0
C -0.1 0.0 0.0
C 0.0 0.0 0.1
C -0.1 -0.2 0.3
C 0.2 0.1 -0.2
C -0.1 -0.2 -0.1
C 0.1 -0.2 0.3
N 0.2 0.6 -0.3
C -0.2 -0.2 0.2
C 0.1 -0.2 0.1
C -0.1 -0.1 -0.2
C -0.1 0.3 -0.1
C 0.1 -0.7 -0.2
N 0.3 0.5 0.3
C -0.1 0.2 0.0
C 0.0 0.0 0.0
C 0.0 0.0 0.0
C 0.0 0.0 0.1
Cl 0.0 0.0 0.0
C -0.1 0.1 0.0
C 0.1 0.0 0.0
C 0.0 -0.1 0.0
C -0.1 -0.1 0.0
N 0.1 -0.6 0.2
H 0.0 0.0 0.0
H 0.0 0.0 0.0
H 0.0 0.0 0.0
H 0.0 0.0 0.0
H 0.0 -0.1 0.0
H 0.0 0.0 0.0
H 0.0 0.0 0.0
H 0.0 0.0 0.0
H 0.0 0.0 0.0
H -0.1 0.0 0.0
H 0.0 0.0 0.0
H 0.0 0.0 0.0
H 0.0 0.0 0.0
H 0.0 0.0 0.0
H 0.0 0.1 0.0
H 0.0 0.0 0.0
H 0.0 0.0 0.1
H 0.0 0.0 0.1
H 0.0 0.0 0.0
H 0.0 0.0 0.0
H 0.0 0.0 0.0
H 0.0 0.0 0.0
H 0.0 0.0 0.0
H 0.0 0.0 0.0
F -0.3 -0.2 -0.2
P 0.7 0.1 -0.6
F -0.2 -0.1 0.0
F 0.0 0.0 0.1
F -0.1 -0.1 0.0
F 0.0 0.1 0.0
F -0.2 0.1 0.1
Cl 0.1 0.0 0.1
C 0.1 -0.2 -0.1
C -0.1 -0.1 0.0
C 0.3 0.0 -0.1
C 0.0 0.2 0.1
N 0.2 0.3 -0.5
C -0.3 -0.1 0.3
H 0.0 0.0 0.0
H 0.0 0.1 0.0
H -0.1 -0.1 0.0
H 0.0 0.1 -0.1
O 0.2 0.2 0.2
C -0.3 -0.3 -0.3
C 0.0 0.1 0.0
C 0.0 0.0 0.0
C 0.0 0.0 0.0
C 0.0 -0.1 0.1
C -0.1 0.2 0.0
C 0.1 0.0 -0.1
O 0.0 0.0 0.0
O 0.1 0.0 0.1
H -0.1 -0.1 0.1
H 0.0 0.0 0.0
H 0.0 0.0 0.0
H 0.0 0.0 0.0
H 0.0 0.0 0.0

The HOMO energy (alpha / beta) is -10.3531 / -10.2989 eV. The energy comes out at -162537.94859 eV. The total charge is +1.